115
Properties=species:S:1:pos:R:3:forces:R:3 method="wB97M-V/def2-TZVPD" energy_ha=-14945.5850 spin_multiplicity=3 charge=-2 s_squared=2.0094 homo_ev="-1.35 / -1.51" relative_energy_kcal_mol=7.0 gap_ha="0.198 / 0.138"
Ti 0.479 0.268 -0.608 2.17 0.38 0.29
C -2.907 -1.798 2.193 -0.03 -0.08 -0.11
As -1.645 -0.423 1.506 -0.45 0.05 0.82
C -0.728 -0.298 3.255 0.08 0.04 -0.11
C -3.107 0.950 1.603 0.08 0.00 -0.14
C -3.056 2.495 1.589 0.05 0.02 0.13
C -4.524 2.927 1.803 0.08 -0.02 0.07
C -2.661 3.157 0.252 0.06 -0.04 0.10
As -0.792 3.397 -0.393 -0.23 0.73 0.08
C -1.412 4.504 -1.919 -0.03 0.01 -0.03
C -0.295 5.026 0.661 0.07 -0.22 0.02
C -2.164 3.027 2.729 -0.01 -0.05 -0.08
As -2.961 3.354 4.508 0.11 -0.02 0.13
C -3.468 1.550 5.123 0.04 -0.08 -0.10
C -1.228 3.369 5.454 0.01 -0.05 -0.01
H -3.492 -1.404 3.027 0.05 0.07 0.01
H -2.351 -2.671 2.538 0.05 0.01 -0.03
H -3.589 -2.113 1.403 0.00 0.01 -0.03
H -1.424 -0.343 4.093 -0.01 -0.06 -0.10
H -0.110 0.594 3.322 -0.01 -0.01 -0.09
H -0.067 -1.166 3.312 0.01 0.01 -0.02
H -3.636 0.675 2.519 0.00 -0.04 -0.04
H -3.736 0.624 0.767 -0.07 0.02 0.05
H -5.127 2.616 0.947 -0.01 0.01 0.00
H -4.595 4.013 1.908 -0.03 0.01 -0.01
H -4.949 2.468 2.701 -0.03 0.01 -0.02
H -3.088 4.167 0.249 -0.01 0.00 0.00
H -3.149 2.608 -0.551 -0.09 -0.07 -0.18
H -0.546 4.824 -2.499 0.02 -0.05 0.02
H -2.062 3.920 -2.570 0.01 -0.07 -0.02
H -1.960 5.390 -1.584 0.00 -0.03 0.08
H -1.137 5.702 0.835 -0.07 -0.07 -0.05
H 0.466 5.555 0.085 0.00 -0.04 -0.02
H 0.147 4.742 1.617 0.01 0.01 -0.02
H -1.800 4.019 2.452 -0.02 0.00 0.09
H -1.285 2.386 2.831 0.02 0.06 0.02
H -4.436 1.254 4.721 0.00 0.04 -0.03
H -3.539 1.552 6.212 0.02 0.09 0.01
H -2.721 0.819 4.818 -0.08 0.05 0.05
H -0.621 4.210 5.119 -0.04 0.02 -0.04
H -0.687 2.444 5.247 0.01 0.01 -0.01
H -1.376 3.459 6.531 -0.06 0.01 -0.02
Se -2.719 -2.082 -1.613 -0.23 0.00 -0.08
P -0.627 -2.333 -1.067 0.40 -1.18 0.31
Se 2.635 -0.990 0.347 0.30 -0.46 0.20
C -0.019 -3.724 -2.137 -0.01 0.09 -0.22
C -0.810 -4.432 -3.039 -0.02 0.08 0.07
C -0.294 -5.513 -3.736 0.07 -0.04 -0.03
C 1.026 -5.898 -3.545 -0.05 0.02 0.04
C 1.819 -5.197 -2.647 0.08 -0.18 -0.06
C 1.303 -4.119 -1.948 -0.08 0.17 0.13
C -0.706 -3.464 0.411 -0.04 0.01 0.12
C -1.617 -4.521 0.444 -0.03 0.13 -0.10
C -1.620 -5.425 1.490 -0.03 -0.07 0.08
C -0.697 -5.298 2.522 0.04 0.08 -0.02
C 0.217 -4.255 2.494 -0.09 -0.16 0.10
C 0.211 -3.341 1.449 -0.01 0.17 -0.07
H -1.835 -4.127 -3.203 -0.02 0.02 -0.03
H -0.922 -6.053 -4.434 -0.01 0.02 0.00
H 1.433 -6.740 -4.091 0.01 0.00 0.00
H 2.850 -5.495 -2.499 0.01 0.07 0.03
H 1.924 -3.574 -1.243 0.05 -0.01 -0.02
H -2.339 -4.627 -0.359 0.00 -0.05 -0.01
H -2.343 -6.232 1.505 0.00 0.01 -0.02
H -0.694 -6.006 3.343 -0.01 -0.01 0.00
H 0.940 -4.149 3.294 0.02 0.04 -0.01
H 0.937 -2.530 1.430 0.00 -0.03 -0.04
C 2.671 -0.024 -5.593 0.00 0.01 0.18
Si 2.056 -0.945 -4.027 -0.02 0.04 -0.25
C 0.427 -1.705 -4.644 0.21 -0.16 0.12
C 3.407 -2.246 -3.680 -0.20 -0.01 0.00
N 1.680 0.027 -2.682 -0.69 -0.05 0.01
C 2.459 1.079 -2.240 0.75 0.79 -0.15
C 3.643 1.576 -2.813 -0.06 -0.36 -0.11
C 4.276 2.684 -2.257 0.08 0.09 -0.02
C 3.763 3.311 -1.131 -0.06 0.06 0.16
C 2.604 2.793 -0.534 0.23 0.05 -0.25
C 1.970 1.701 -1.084 -0.66 -0.40 0.05
F 0.415 1.159 1.035 -0.30 0.20 0.45
H 2.453 -0.625 -6.482 -0.01 -0.06 0.02
H 3.744 0.175 -5.581 -0.02 0.00 -0.01
H 2.158 0.935 -5.711 -0.01 0.00 0.02
H 0.546 -2.760 -4.905 -0.04 -0.01 -0.03
H 0.071 -1.180 -5.535 0.04 0.07 0.01
H -0.358 -1.637 -3.891 -0.04 0.01 0.01
H 3.155 -3.221 -4.106 0.02 0.01 -0.03
H 3.523 -2.365 -2.599 0.00 0.02 -0.01
H 4.376 -1.943 -4.083 -0.03 0.09 -0.02
H 4.079 1.079 -3.675 0.05 0.11 0.04
H 5.188 3.058 -2.714 -0.01 0.00 -0.01
H 4.256 4.181 -0.707 0.05 -0.02 -0.04
H 2.217 3.247 0.376 -0.01 0.01 0.01
N -0.719 1.498 -3.477 0.09 -0.41 0.22
C -1.657 1.031 -2.623 0.42 0.31 -0.11
O -1.292 0.649 -1.455 -1.35 0.09 -1.25
C -3.014 1.041 -3.042 -0.14 -0.05 0.09
C -3.349 1.492 -4.335 -0.06 0.13 -0.19
N -3.612 1.882 -5.392 0.06 -0.05 -0.02
C -4.093 0.658 -2.220 0.00 0.19 0.30
N -5.006 0.384 -1.561 0.02 -0.03 -0.04
H 0.244 1.152 -3.285 -0.18 0.03 -0.02
H -0.990 1.594 -4.443 0.03 0.08 0.01
C 3.478 -1.343 3.624 0.13 0.01 -0.15
C 4.218 -0.346 2.735 -0.16 0.07 0.04
C 4.873 0.744 3.585 0.03 -0.12 -0.05
C 3.279 0.289 1.714 -0.12 -0.33 -0.28
H 4.164 -1.863 4.300 -0.04 0.02 0.04
H 2.978 -2.078 2.990 -0.03 -0.04 0.06
H 2.720 -0.826 4.220 -0.01 -0.01 0.02
H 4.998 -0.884 2.184 0.02 0.01 0.02
H 4.109 1.287 4.149 0.02 0.02 0.01
H 5.406 1.462 2.959 0.00 0.01 0.01
H 5.583 0.310 4.297 0.00 0.05 0.04
H 3.789 1.075 1.160 -0.04 0.08 0.05
H 2.397 0.709 2.200 0.04 0.09 0.01

115
Properties=species:S:1:pos:R:3:forces:R:3 method="wB97M-V/def2-TZVPD" energy_ha=-5935.6628 charge=-2 homo_ev=-0.87 relative_energy_kcal_mol=5.2 gap_ha=0.173
K 0.024 1.005 0.762 -0.71 -0.84 -0.06
C 2.486 -4.252 -1.591 -0.05 0.07 0.14
C 2.377 -2.767 -1.457 0.13 0.14 -0.11
C 2.946 -1.814 -2.276 -0.06 -0.06 0.00
C 2.577 -0.577 -1.709 0.04 -0.20 0.02
N 1.825 -0.780 -0.634 0.20 0.30 -0.01
N 1.716 -2.115 -0.472 0.01 -0.32 -0.18
B 1.159 -2.777 0.815 -0.12 0.32 0.09
N -0.381 -2.861 0.887 0.04 -0.25 -0.04
N -1.169 -1.807 1.187 -0.39 0.23 -0.15
C -2.393 -2.283 1.393 0.22 -0.16 0.18
C -2.391 -3.684 1.244 -0.06 -0.03 -0.22
C -1.094 -4.011 0.909 -0.20 -0.01 0.14
C -0.545 -5.380 0.662 0.10 0.15 0.01
C -3.547 -1.400 1.812 0.02 0.07 0.12
C -3.115 -0.582 3.038 0.05 -0.12 -0.07
C -3.951 -0.451 0.681 -0.02 -0.17 0.05
C -4.755 -2.269 2.167 0.08 -0.01 -0.01
N 1.722 -2.095 2.080 0.25 -0.34 -0.02
N 1.308 -0.902 2.552 -0.11 0.33 0.14
C 1.946 -0.690 3.691 0.13 -0.19 -0.03
C 2.816 -1.768 3.963 0.02 -0.07 -0.03
C 2.642 -2.641 2.911 0.02 0.14 0.22
C 3.325 -3.954 2.698 -0.11 0.07 -0.11
C 1.727 0.521 4.567 -0.09 0.08 0.06
C 3.039 1.311 4.669 -0.03 -0.03 -0.03
C 0.633 1.433 4.011 0.08 -0.30 -0.09
C 1.311 0.037 5.965 0.04 0.00 -0.06
C 2.978 0.800 -2.188 0.07 0.10 -0.04
C 1.962 1.301 -3.222 0.08 -0.02 0.04
C 3.034 1.776 -1.014 -0.05 -0.16 -0.05
C 4.360 0.731 -2.850 -0.07 -0.04 0.04
H 3.095 -4.484 -2.464 -0.02 0.00 -0.02
H 1.508 -4.720 -1.717 0.01 -0.02 -0.01
H 2.952 -4.699 -0.712 -0.01 -0.04 -0.02
H 3.547 -2.007 -3.150 0.01 0.02 0.00
H 1.556 -3.904 0.813 0.05 -0.07 -0.04
H -3.216 -4.374 1.330 0.00 0.02 0.04
H -1.359 -6.102 0.718 -0.01 -0.01 -0.01
H 0.208 -5.646 1.407 0.00 -0.05 -0.04
H -0.078 -5.461 -0.321 0.01 -0.03 0.02
H -2.332 0.116 2.749 -0.08 0.12 0.08
H -2.728 -1.240 3.822 -0.04 -0.03 -0.01
H -3.955 -0.008 3.437 0.03 0.07 -0.07
H -3.117 0.192 0.403 0.02 0.08 0.05
H -4.765 0.201 1.001 0.02 0.09 0.00
H -4.288 -1.022 -0.192 0.00 0.04 0.01
H -4.510 -2.990 2.952 -0.02 0.01 0.00
H -5.103 -2.819 1.287 -0.04 -0.03 0.04
H -5.572 -1.637 2.520 0.00 0.01 -0.01
H 3.479 -1.907 4.803 -0.01 0.02 0.01
H 3.996 -4.144 3.535 0.03 0.01 0.00
H 3.911 -3.951 1.776 0.00 -0.05 0.01
H 2.610 -4.776 2.635 0.03 -0.01 -0.01
H 3.327 1.676 3.682 0.04 0.03 0.02
H 3.847 0.688 5.060 -0.01 0.00 0.01
H 2.913 2.175 5.328 0.00 0.01 0.00
H 0.953 1.886 3.075 0.00 0.17 0.06
H 0.415 2.236 4.718 0.01 0.03 -0.02
H -0.280 0.865 3.828 -0.05 0.06 0.04
H 2.086 -0.588 6.416 -0.01 -0.01 0.00
H 0.392 -0.549 5.899 -0.01 0.01 0.04
H 1.133 0.894 6.621 0.00 0.00 0.00
H 0.961 1.286 -2.790 -0.02 0.02 -0.04
H 1.979 0.667 -4.113 -0.05 0.00 0.00
H 2.192 2.328 -3.521 -0.01 0.01 0.01
H 2.048 1.908 -0.578 0.12 0.13 0.02
H 3.386 2.755 -1.350 -0.03 0.01 -0.01
H 3.703 1.409 -0.233 -0.01 0.02 0.01
H 4.348 0.082 -3.729 0.02 0.01 0.00
H 5.107 0.348 -2.151 0.01 0.01 -0.01
H 4.660 1.731 -3.171 0.02 0.00 0.00
Cl 1.543 8.427 -1.381 0.00 0.03 -0.05
C 1.382 6.831 -0.664 0.18 0.19 0.25
C 1.942 6.604 0.570 -0.19 0.05 -0.36
C 1.816 5.358 1.165 0.20 -0.22 0.43
I 2.688 5.033 3.055 -0.11 0.06 -0.24
C 1.145 4.252 0.591 0.14 0.00 0.34
O 1.034 3.131 1.141 0.37 0.83 -0.03
C 0.595 4.523 -0.741 -0.01 0.23 -0.17
N 0.005 3.485 -1.364 -0.08 -0.03 -0.10
C -0.520 3.669 -2.553 0.08 -0.28 0.24
C -0.512 4.900 -3.217 0.06 0.30 -0.02
C 0.101 5.969 -2.618 -0.09 -0.16 -0.07
C 0.695 5.810 -1.349 -0.05 -0.24 0.01
H 2.478 7.401 1.068 -0.01 0.00 0.03
H -0.956 2.788 -3.014 -0.06 0.07 -0.06
H -0.983 5.005 -4.186 0.00 -0.05 -0.01
H 0.133 6.934 -3.105 0.01 0.02 0.01
C -0.209 -1.342 -4.492 -0.05 0.07 0.07
C -1.200 -0.210 -4.228 0.00 0.01 0.08
As -1.686 -0.061 -2.296 -0.21 -0.13 -0.33
C -2.282 -1.938 -2.087 0.00 -0.03 -0.07
C -3.336 -2.515 -3.032 0.04 0.01 0.02
C -3.352 1.008 -2.482 0.03 -0.12 -0.01
C -4.405 0.665 -3.531 0.05 -0.02 0.02
H 0.143 -1.319 -5.528 0.04 -0.01 0.01
H -0.673 -2.316 -4.323 0.02 -0.01 -0.01
H 0.658 -1.270 -3.832 0.00 -0.06 -0.02
H -2.092 -0.345 -4.843 -0.02 0.03 0.05
H -0.752 0.744 -4.517 -0.03 0.03 0.03
H -2.597 -2.059 -1.053 0.08 0.02 -0.01
H -1.352 -2.506 -2.173 0.05 0.05 0.05
H -4.343 -2.292 -2.675 0.00 0.03 -0.05
H -3.249 -3.604 -3.090 -0.01 0.00 0.04
H -3.247 -2.128 -4.049 -0.01 -0.01 0.00
H -2.995 2.025 -2.655 0.02 0.02 0.08
H -3.805 1.029 -1.490 0.05 0.07 -0.02
H -3.987 0.642 -4.540 -0.03 -0.03 -0.01
H -5.194 1.422 -3.521 0.01 0.01 0.00
H -4.878 -0.298 -3.337 0.01 0.01 -0.03
I -4.490 3.509 0.720 -0.06 0.07 -0.06
C -2.555 2.845 1.562 0.35 -0.59 0.06
H -2.439 3.520 2.418 -0.08 0.13 -0.07
H -1.847 3.201 0.802 -0.11 0.31 -0.08

Look up the charge of the second one.
-2

Look up the charge of the first one.
-2